Record 1
This record from the OMol25 dataset describes the molecule C19H24N2O2. The level of theory is ωB97M-V/def2-TZVPD.

Values from the calculation:
* energy: -27168.313 eV
* SMILES: CCCCCCCOc1ccc(C(=O)Nc2cccnc2)cc1
* energy relative to the best compared isomer or geometry (same formula, charge and spin): 10.9 kcal/mol

Positions of all 47 atoms, in Å:
1 C -5.56 -5.79 2.42
2 C -5.75 -4.90 1.20
3 C -4.73 -3.77 1.16
4 C -4.92 -2.88 -0.07
5 C -3.99 -1.67 -0.09
6 C -2.52 -2.04 -0.28
7 C -1.64 -0.80 -0.40
8 O -0.30 -1.24 -0.56
9 C 0.69 -0.33 -0.67
10 C 0.51 1.06 -0.64
11 C 1.60 1.90 -0.74
12 C 2.88 1.39 -0.89
13 C 4.10 2.25 -1.03
14 O 5.07 1.89 -1.65
15 N 4.01 3.45 -0.37
16 C 4.94 4.48 -0.31
17 C 6.15 4.47 -1.00
18 C 6.99 5.56 -0.86
19 C 6.60 6.61 -0.05
20 N 5.45 6.63 0.60
21 C 4.65 5.59 0.48
22 C 3.05 0.01 -0.94
23 C 1.98 -0.84 -0.83
24 H -6.30 -6.59 2.44
25 H -5.66 -5.21 3.34
26 H -4.57 -6.24 2.41
27 H -6.76 -4.47 1.22
28 H -5.67 -5.50 0.30
29 H -4.82 -3.16 2.06
30 H -3.73 -4.20 1.15
31 H -5.95 -2.52 -0.08
32 H -4.76 -3.47 -0.97
33 H -4.29 -1.01 -0.91
34 H -4.10 -1.11 0.84
35 H -2.40 -2.64 -1.18
36 H -2.17 -2.63 0.56
37 H -1.94 -0.20 -1.26
38 H -1.73 -0.19 0.51
39 H -0.48 1.48 -0.54
40 H 1.42 2.97 -0.75
41 H 3.18 3.60 0.18
42 H 6.42 3.63 -1.62
43 H 7.94 5.59 -1.38
44 H 7.23 7.49 0.08
45 H 3.72 5.65 1.03
46 H 4.05 -0.38 -1.08
47 H 2.10 -1.91 -0.86

Record 2
This record from the OMol25 dataset describes the molecule C19H24N2O3. The level of theory is ωB97M-V/def2-TZVPD.

Values from the calculation:
* energy: -29216.479 eV
* SMILES: C[C@H](CCc1ccccc1)NC[C@H](O)c1ccc(O)c(C(N)=O)c1
* energy relative to the best compared isomer or geometry (same formula, charge and spin): 27.6 kcal/mol

Positions of all 48 atoms, in Å:
1 C 3.41 2.12 2.28
2 C 3.09 1.26 1.06
3 C 4.38 0.83 0.34
4 C 4.10 0.00 -0.91
5 C 3.18 -1.17 -0.66
6 C 3.48 -2.13 0.31
7 C 2.63 -3.19 0.54
8 C 1.47 -3.33 -0.20
9 C 1.16 -2.39 -1.17
10 C 2.01 -1.32 -1.39
11 N 2.21 1.91 0.11
12 C 0.80 1.95 0.47
13 C -0.08 1.99 -0.80
14 O -0.15 3.29 -1.34
15 C -1.46 1.49 -0.47
16 C -2.54 2.36 -0.31
17 C -3.78 1.88 0.01
18 C -4.00 0.51 0.21
19 O -5.23 0.11 0.51
20 C -2.91 -0.38 0.08
21 C -3.14 -1.82 0.33
22 N -2.07 -2.64 0.37
23 O -4.27 -2.28 0.51
24 C -1.66 0.14 -0.27
25 H 2.50 2.40 2.80
26 H 4.04 1.58 2.98
27 H 3.93 3.03 1.98
28 H 2.57 0.35 1.39
29 H 4.99 0.27 1.05
30 H 4.94 1.72 0.05
31 H 5.05 -0.37 -1.30
32 H 3.65 0.64 -1.67
33 H 4.39 -2.04 0.88
34 H 2.88 -3.92 1.29
35 H 0.81 -4.17 -0.03
36 H 0.27 -2.50 -1.77
37 H 1.77 -0.59 -2.15
38 H 2.56 2.84 -0.10
39 H 0.53 2.81 1.10
40 H 0.57 1.04 1.02
41 H 0.38 1.30 -1.53
42 H 0.74 3.56 -1.59
43 H -2.38 3.42 -0.47
44 H -4.63 2.54 0.12
45 H -5.21 -0.88 0.58
46 H -1.12 -2.32 0.28
47 H -2.24 -3.61 0.56
48 H -0.81 -0.52 -0.41

Record 3
This record from the OMol25 dataset describes the molecule C19H24N2O3S at a distorted geometry. The level of theory is ωB97M-V/def2-TZVPD.

Values from the calculation:
* energy: -40051.274 eV
* SMILES: CCC[C@@H]1C[C@@](C)(c2csc(Nc3ccc(OCC)cc3)n2)OC1=O
* energy relative to the best compared isomer or geometry (same formula, charge and spin): 4.4 kcal/mol

Positions of all 49 atoms, in Å:
1 C -3.59 3.00 -3.60
2 C -2.62 2.12 -2.81
3 C -2.10 2.84 -1.57
4 C -1.08 2.00 -0.78
5 C -0.67 2.63 0.54
6 C 0.80 3.08 0.34
7 C 0.95 4.60 0.32
8 C 1.70 2.42 1.36
9 C 2.63 3.00 2.15
10 S 3.42 1.81 3.13
11 C 2.40 0.59 2.35
12 N 2.54 -0.70 2.71
13 C 1.93 -1.82 2.15
14 C 2.19 -3.07 2.72
15 C 1.62 -4.21 2.20
16 C 0.77 -4.14 1.09
17 O 0.27 -5.33 0.66
18 C -0.57 -5.34 -0.49
19 C -0.95 -6.78 -0.76
20 C 0.51 -2.90 0.52
21 C 1.09 -1.75 1.05
22 N 1.58 1.07 1.49
23 O 1.19 2.58 -0.94
24 C 0.22 1.91 -1.56
25 O 0.39 1.36 -2.61
26 H -3.96 2.46 -4.47
27 H -3.08 3.90 -3.94
28 H -4.43 3.29 -2.98
29 H -1.78 1.83 -3.44
30 H -3.14 1.21 -2.50
31 H -1.63 3.78 -1.87
32 H -2.94 3.08 -0.91
33 H -1.49 0.99 -0.65
34 H -0.72 1.91 1.35
35 H -1.30 3.49 0.80
36 H 0.70 5.02 1.30
37 H 1.97 4.87 0.06
38 H 0.28 5.02 -0.42
39 H 2.91 4.03 2.24
40 H 3.21 -0.89 3.45
41 H 2.84 -3.14 3.58
42 H 1.81 -5.18 2.64
43 H -0.03 -4.92 -1.35
44 H -1.46 -4.73 -0.30
45 H -0.06 -7.38 -0.94
46 H -1.60 -6.83 -1.63
47 H -1.48 -7.19 0.10
48 H -0.13 -2.80 -0.34
49 H 0.89 -0.79 0.59

Record 4
This record from the OMol25 dataset describes the molecule C19H24N2O4S. The level of theory is ωB97M-V/def2-TZVPD.

Values from the calculation:
* energy: -42098.435 eV
* SMILES: Cc1cc(S(=O)(=O)NC(C)C)ccc1OCC(=O)NCc1ccccc1
* energy relative to the best compared isomer or geometry (same formula, charge and spin): 25.6 kcal/mol

Positions of all 50 atoms, in Å:
1 C -0.66 -1.86 -2.72
2 C -0.30 -1.36 -1.35
3 C 0.82 -0.58 -1.13
4 C 1.11 -0.12 0.14
5 S 2.56 0.88 0.41
6 O 2.98 1.42 -0.85
7 O 2.34 1.77 1.51
8 N 3.72 -0.19 0.94
9 C 4.06 -1.33 0.10
10 C 4.64 -2.45 0.95
11 C 5.06 -0.86 -0.96
12 C 0.30 -0.44 1.21
13 C -0.83 -1.21 1.01
14 C -1.14 -1.67 -0.26
15 O -2.25 -2.41 -0.57
16 C -3.26 -2.53 0.41
17 C -3.81 -1.16 0.84
18 O -4.16 -0.92 1.97
19 N -3.86 -0.29 -0.18
20 C -3.99 1.15 0.00
21 C -2.64 1.79 -0.20
22 C -1.88 2.19 0.89
23 C -0.60 2.70 0.70
24 C -0.08 2.81 -0.58
25 C -0.84 2.41 -1.67
26 C -2.11 1.90 -1.48
27 H 0.14 -1.63 -3.42
28 H -0.82 -2.93 -2.70
29 H -1.58 -1.39 -3.06
30 H 1.46 -0.29 -1.94
31 H 3.55 -0.42 1.91
32 H 3.15 -1.69 -0.41
33 H 3.90 -2.80 1.67
34 H 4.92 -3.29 0.32
35 H 5.52 -2.10 1.48
36 H 5.26 -1.66 -1.67
37 H 4.65 0.00 -1.49
38 H 5.99 -0.56 -0.49
39 H 0.54 -0.05 2.19
40 H -1.47 -1.43 1.85
41 H -4.05 -3.11 -0.07
42 H -2.92 -3.07 1.30
43 H -3.48 -0.58 -1.07
44 H -4.37 1.31 1.01
45 H -4.72 1.53 -0.72
46 H -2.28 2.09 1.89
47 H 0.00 3.00 1.54
48 H 0.92 3.18 -0.72
49 H -0.43 2.48 -2.66
50 H -2.70 1.60 -2.33

Record 5
This record from the OMol25 dataset describes the molecule C19H24N4. The level of theory is ωB97M-V/def2-TZVPD.

Values from the calculation:
* energy: -26053.665 eV
* SMILES: Cc1nc(N2CCN(Cc3ccccc3)CC2)nc2c1CCC2
* energy relative to the best compared isomer or geometry (same formula, charge and spin): 0.0 kcal/mol

Positions of all 47 atoms, in Å:
1 C -1.46 1.82 4.65
2 C -0.40 1.26 3.76
3 N -0.64 1.27 2.46
4 C 0.31 0.79 1.64
5 N 0.04 0.82 0.32
6 C 0.95 0.27 -0.66
7 C 0.15 -0.41 -1.77
8 N -0.67 0.56 -2.48
9 C -1.77 -0.10 -3.16
10 C -1.26 -1.03 -4.23
11 C -1.71 -2.34 -4.32
12 C -1.23 -3.18 -5.31
13 C -0.30 -2.71 -6.22
14 C 0.16 -1.41 -6.13
15 C -0.32 -0.57 -5.15
16 C -1.06 1.68 -1.65
17 C -1.22 1.31 -0.18
18 N 1.50 0.29 2.01
19 C 1.71 0.28 3.31
20 C 0.80 0.76 4.25
21 C 1.34 0.62 5.64
22 C 2.53 -0.34 5.46
23 C 2.95 -0.21 3.99
24 H -1.07 2.66 5.22
25 H -1.79 1.06 5.36
26 H -2.31 2.14 4.06
27 H 1.58 1.06 -1.08
28 H 1.60 -0.45 -0.15
29 H -0.47 -1.20 -1.32
30 H 0.83 -0.88 -2.48
31 H -2.38 0.68 -3.64
32 H -2.42 -0.66 -2.47
33 H -2.44 -2.71 -3.61
34 H -1.59 -4.19 -5.38
35 H 0.08 -3.37 -7.00
36 H 0.89 -1.04 -6.84
37 H 0.03 0.45 -5.07
38 H -1.99 2.11 -2.03
39 H -0.28 2.45 -1.73
40 H -1.52 2.18 0.42
41 H -2.01 0.55 -0.06
42 H 0.60 0.24 6.34
43 H 1.67 1.60 6.01
44 H 3.35 -0.11 6.14
45 H 2.20 -1.36 5.65
46 H 3.31 -1.15 3.56
47 H 3.74 0.53 3.86

Record 6
This record from the OMol25 dataset describes the molecule C19H24N4O3. The level of theory is ωB97M-V/def2-TZVPD.

Values from the calculation:
* energy: -32195.287 eV
* SMILES: CC#CC[C@H](NC(=O)c1ncn2ccccc12)C(=O)N[C@H](CO)CCC
* energy relative to the best compared isomer or geometry (same formula, charge and spin): 67.5 kcal/mol

Positions of all 50 atoms, in Å:
1 C -3.76 -3.32 3.86
2 C -2.51 -2.61 3.64
3 C -1.47 -2.03 3.45
4 C -0.23 -1.31 3.18
5 C -0.43 -0.13 2.22
6 N -1.02 -0.64 0.99
7 C -1.52 0.12 -0.01
8 O -1.43 1.34 -0.04
9 C -2.16 -0.65 -1.08
10 N -2.27 -2.01 -1.08
11 C -2.89 -2.34 -2.18
12 N -3.21 -1.23 -2.92
13 C -3.85 -1.12 -4.14
14 C -4.05 0.10 -4.66
15 C -3.59 1.27 -3.97
16 C -2.95 1.16 -2.78
17 C -2.74 -0.13 -2.23
18 C 0.93 0.58 2.09
19 O 1.61 0.74 3.09
20 N 1.31 0.99 0.87
21 C 2.55 1.71 0.66
22 C 2.31 2.77 -0.41
23 O 1.97 2.10 -1.62
24 C 3.69 0.75 0.33
25 C 5.05 1.42 0.18
26 C 6.17 0.40 0.01
27 H -4.58 -2.62 4.03
28 H -4.01 -3.94 3.01
29 H -3.69 -3.96 4.74
30 H 0.21 -0.92 4.10
31 H 0.51 -1.99 2.75
32 H -1.11 0.60 2.67
33 H -1.19 -1.63 0.92
34 H -3.13 -3.34 -2.51
35 H -4.17 -2.04 -4.60
36 H -4.55 0.19 -5.61
37 H -3.76 2.24 -4.41
38 H -2.59 2.02 -2.23
39 H 0.65 0.98 0.11
40 H 2.79 2.23 1.60
41 H 1.49 3.41 -0.08
42 H 3.21 3.38 -0.54
43 H 1.56 2.73 -2.22
44 H 3.73 0.02 1.14
45 H 3.44 0.21 -0.59
46 H 5.04 2.09 -0.68
47 H 5.25 2.04 1.06
48 H 7.14 0.88 -0.10
49 H 6.23 -0.27 0.87
50 H 6.00 -0.22 -0.88